No. 1
ORCA calculation (the ωB97M-V functional and the def2-TZVPD basis) on C4H12CsO4 as an isolated structure in a non-equilibrium geometry.

Geometry (Å):
Cs 0.84164 0.05177 1.74105
O -0.61957 -4.62854 1.94874
O 1.09502 1.80813 -0.70342
O 0.36528 4.44955 0.00558
O -0.64593 -1.84387 -0.27860
C -0.40678 -3.23019 -0.03458
C 0.68375 2.87241 -1.59770
C -0.32833 3.75666 -0.92811
C -0.79072 -3.38629 1.44831
H -1.03274 -3.87172 -0.65483
H 0.61498 -3.53795 -0.25686
H 1.50142 2.26768 0.03499
H 0.91584 3.76960 0.40072
H -0.33717 -1.68216 -1.17308
H -1.69976 -2.89307 1.79250
H 0.33027 2.41653 -2.52254
H -0.95911 4.29300 -1.63703
H -0.10024 -4.48765 2.74376
H -0.96327 3.21203 -0.22930
H 0.00043 -2.77258 1.87905
H 1.53498 3.43665 -1.97865

HOMO-LUMO gap (alpha / beta) ... 7.6 / 1.9 eV
Spin multiplicity ... 2
Total charge ... +2
HOMO (alpha / beta) ... -15.7 / -15.7 eV
E_LUMO (alpha / beta) ... -8.14 / -13.80 eV



No. 2
ORCA calculation (the ωB97M-V functional and the def2-TZVPD basis) on the molecule C5H8N2.

Geometry (Å):
N 1.68804 0.65602 -0.00472
N -2.22718 -0.37768 0.06400
C -1.84029 0.02882 1.13884
C -0.47621 0.62672 1.23060
C -0.51710 -0.00946 -1.21731
C 1.46734 -0.77268 0.23145
C 0.31308 0.12557 -0.00222
H 1.70355 -1.10973 1.23963
H -0.76900 0.92739 -1.72063
H -0.60179 1.71694 1.18628
H 1.98879 0.80401 -0.96436
H -2.26932 -0.74343 -0.88332
H 1.72800 -1.47877 -0.55571
H 0.03835 0.40597 2.17015
H -0.22624 -0.79969 -1.91268

HOMO-LUMO gap (alpha / beta) ... 7.8 / 8.0 eV
HOMO (alpha / beta) ... -7.4 / -7.5 eV
E_LUMO (alpha / beta) ... 0.39 / 0.44 eV



No. 3
ORCA calculation (the ωB97M-V functional and the def2-TZVPD basis) on a 2-piece molecular cluster, CH4NO3PS overall in a non-equilibrium geometry.

Geometry (Å):
S 3.70791 0.62636 0.37328
P -1.55756 0.29033 -0.51458
O -2.01207 0.82301 -1.86549
O -2.30018 -1.28806 -0.28178
O -1.70001 0.98536 0.79321
N 0.10614 -0.20550 -0.73032
C 0.81601 -0.19156 0.33019
H 1.60610 -0.91070 0.47775
H 3.27062 1.25064 1.40618
H -2.41536 -1.70370 -1.13891
H 0.47838 0.32383 1.15046

HOMO-LUMO gap ... 6.4 eV
Total charge ... -2
HOMO ... 0.0 eV
E_LUMO ... 6.41 eV



No. 4
ORCA calculation (the ωB97M-V functional and the def2-TZVPD basis) on a 7-piece molecular cluster, C28H50F12O14 overall in a non-equilibrium geometry.

Geometry (Å):
F 5.14072 -2.19569 2.82049
F 0.16061 0.07822 -7.91772
F 7.04185 -1.26040 3.26809
F -6.67894 1.57857 -3.44936
F -7.24859 -0.29015 -2.51464
F -5.36370 3.56178 -6.15633
F -6.06588 1.14468 -1.41750
F 6.52952 -1.75396 1.21279
F -4.58331 5.43290 -5.38290
F -0.17927 1.84451 -6.71732
F -1.07769 -0.04365 -6.14682
F -6.05511 4.31583 -4.25085
O -5.11982 -0.45529 -4.36922
O 2.14991 -0.85483 0.27550
O -3.96901 3.34210 -3.07687
O -3.99022 -0.12569 -2.45683
O -1.25951 -4.23125 2.98269
O 8.32126 -3.61652 2.48983
O 2.38107 0.39902 -6.31437
O -0.12405 3.16138 4.06240
O 6.29526 -4.50310 2.89579
O 0.41613 1.26813 -0.56559
O 2.09253 6.01762 3.36961
O -2.90104 3.02522 -5.02939
O 0.99078 -0.23512 -4.64809
O -1.12262 -1.25517 3.38788
C -3.81722 3.44328 -4.38507
C 1.06941 3.91203 3.98564
C -0.63681 -5.40854 2.53304
C 1.96318 -1.91372 -3.23599
C 5.79615 -6.53810 4.02532
C 6.43724 -2.15708 2.49094
C -1.14482 3.76547 4.83151
C -1.22140 -2.29597 4.33771
C 0.30928 0.66286 0.69920
C 0.90742 5.25932 3.28105
C 0.84182 -0.75144 0.79103
C -0.44786 -3.47985 3.86181
C -3.97393 -1.11848 -4.97701
C -4.21134 -1.25653 -6.44884
C -4.97368 -0.03472 -3.13809
C -3.09547 3.10287 -0.88271
C -4.98835 4.20354 -5.04532
C -2.81383 2.85807 -2.34251
C 2.79564 -1.99197 0.75300
C -0.38061 0.63585 -1.53661
C 1.29900 0.21725 -5.84867
C 0.01550 0.53279 -6.66331
C -6.26842 0.61707 -2.61621
C 2.21501 6.79243 4.53589
C 6.84524 -5.76538 3.25970
C 2.06897 -0.48455 -3.72865
C -1.59677 -0.02021 3.87883
C 7.13649 -3.52997 2.62412
H -3.93266 2.47260 -0.56663
H 2.84406 -2.02756 1.84496
H -1.26898 -5.80005 1.73813
H -1.69381 4.51944 4.24265
H -1.90457 0.62172 3.05376
H -0.28759 1.20315 -2.46218
H 5.42531 -5.93184 4.85210
H -2.27450 -2.55872 4.49438
H -1.44340 0.67763 -1.26641
H -3.07969 -0.55295 -4.72039
H 0.88248 1.30718 1.36931
H -0.79848 0.51738 4.40558
H -0.51239 -6.14184 3.33622
H 0.50129 -3.22358 3.37253
H 3.13460 7.36120 4.42366
H -1.93933 3.43045 -2.65655
H -4.84866 -2.09120 -6.72718
H 7.75349 -5.62849 3.85319
H 1.73008 3.30730 3.36269
H 3.05347 -0.30590 -4.15364
H 1.54211 4.04696 4.96666
H 1.37901 7.49008 4.67164
H 0.73202 5.09802 2.21663
H -2.45713 -0.15373 4.54402
H 0.96191 -2.18433 -2.91273
H -2.24814 2.82406 -0.25612
H 2.33689 -2.94124 0.43069
H 3.80462 -2.00104 0.33995
H -4.55923 -0.32157 -6.89154
H -3.88343 -2.08841 -4.47962
H 0.34677 -5.19533 2.09067
H 0.84812 -0.97130 1.86554
H 2.29869 -2.57427 -4.03823
H -3.38527 4.13131 -0.67569
H 0.06330 5.83278 3.68500
H -0.15135 -4.10126 4.72517
H 0.13760 -1.45601 0.32690
H -0.08353 -0.40616 -1.68163
H -0.73613 0.65179 1.03439
H -1.90588 3.02409 5.06846
H 2.64944 -2.04589 -2.39789
H 1.98445 0.20808 -2.88862
H 4.93824 -6.73776 3.38095
H -2.68252 1.81203 -2.58736
H -0.74885 4.27934 5.71182
H 7.18696 -6.31171 2.37694
H -0.85487 -1.94602 5.31415
H 2.27532 6.16791 5.43544
H 6.21109 -7.47419 4.38784
H -3.25172 -1.41765 -6.95068

HOMO-LUMO gap ... 9.9 eV
Structure (SMILES) ... CCOC(=O)C(F)(F)F.CCOC(=O)C(F)(F)F.CCOC(=O)C(F)(F)F.CCOC(=O)C(F)(F)F.COCCOC.COCCOC.COCCOC
HOMO ... -9.6 eV
E_LUMO ... 0.37 eV



No. 5
ORCA calculation (the ωB97M-V functional and the def2-TZVPD basis) on C24H43N2OP3Yb as an isolated structure in a non-equilibrium geometry.

Geometry (Å):
Yb -0.95257 -0.09332 -0.53677
P 1.92176 0.41345 1.77181
P 2.04460 -0.58176 -0.93585
P -0.41608 2.69575 -1.09813
O -1.47682 -1.77716 -1.97378
N -1.52821 0.32669 1.92633
N -2.33808 -0.88063 3.61150
C 0.34705 3.81304 -2.33564
C -1.83257 -0.91350 2.35745
C 1.31501 -0.94498 -2.57167
C -0.12391 -4.17046 0.99368
C 2.70261 2.04813 1.46302
C -1.79677 2.01598 -2.10870
C -1.35766 3.90498 -0.09392
C -1.79577 1.19243 3.01047
C 1.51382 0.65868 3.53544
C -2.66094 0.94752 5.29998
C -1.45710 2.53200 3.26476
C 2.83356 -2.22367 -0.64200
C -1.79417 3.08599 4.51125
C -1.14459 -3.54981 -5.27876
C 0.73508 -3.92392 1.99529
C -2.51587 -1.39833 -4.12866
C 3.42744 0.48854 -1.54145
C -2.39535 2.30869 5.51621
C -0.87555 -3.21767 -3.93721
C -2.76915 -1.72932 -5.45601
C 3.43993 -0.58805 2.06740
C -2.34241 0.43766 4.05632
C -1.60593 -2.15853 -3.39598
C -2.09553 -2.82643 -6.00936
H -2.31438 -3.11970 -7.04079
H -0.15947 -3.79469 -3.33423
H 4.01222 -0.12630 2.88655
H -1.56540 4.12871 4.72458
H -2.67237 2.77288 6.46543
H -2.66837 -1.68746 4.13900
H 0.83653 1.50540 3.67308
H 0.56982 -1.74953 -2.53559
H 1.02763 -0.23960 3.92729
H 3.77282 -2.14192 -0.08366
H -2.01100 4.51031 -0.73291
H 4.22494 0.61835 -0.79532
H -0.61051 -4.37437 -5.75776
H 1.93512 2.82331 1.58670
H 1.83483 -3.99852 1.87594
H 3.13023 -1.60041 2.37081
H 3.50542 2.20477 2.19727
H 0.36953 -3.64945 3.00334
H 0.77407 3.23254 -3.17057
H -1.94648 3.40419 0.67948
H 0.20672 -4.38378 -0.02979
H -0.65390 4.56044 0.42462
H 2.15300 -1.31918 -3.17381
H -0.93184 3.09690 2.50238
H -2.39415 2.87911 -2.44545
H -3.05390 -0.57771 -3.64878
H -3.49015 -1.14648 -6.04001
H -1.20797 -4.18331 1.15710
H -1.41076 1.47719 -2.99299
H 4.08285 -0.66384 1.17954
H 2.43999 0.83799 4.09495
H 1.17947 4.35333 -1.85351
H 3.01861 1.47879 -1.80423
H -1.68856 -1.85859 1.81309
H -0.38643 4.53728 -2.72927
H 3.05008 -2.69081 -1.61123
H 3.86104 0.04683 -2.45266
H -2.50796 1.34011 -1.57420
H 0.89070 -0.05323 -3.06388
H -2.36497 -1.89774 -1.59883
H 3.10969 2.12502 0.44797
H -3.09645 0.30263 6.06003
H 2.14392 -2.87145 -0.07669

HOMO-LUMO gap (alpha / beta) ... 8.0 / 5.2 eV
Spin multiplicity ... 2
Total charge ... +3
HOMO (alpha / beta) ... -16.5 / -16.5 eV
E_LUMO (alpha / beta) ... -8.57 / -11.37 eV



No. 6
ORCA calculation (the ωB97M-V functional and the def2-TZVPD basis) on an isolated ion of composition C11H17N2 and charge +1 in a non-equilibrium geometry.

Geometry (Å):
N -1.28885 -0.78527 0.96444
N 0.43436 0.98500 -1.08075
C 1.55288 -1.91602 1.07294
C 1.38790 0.74455 -0.49941
C -2.16664 2.10377 -3.29655
C -0.66644 1.27837 -1.70499
C -0.85290 2.15131 -2.71587
C -1.50647 -2.25504 0.74584
C -0.25227 -0.38046 1.61251
C 2.58094 0.08421 -0.06916
C -0.31808 1.02503 2.27800
C 2.11331 -1.38318 0.02160
C 0.97891 -1.06912 2.13847
H -2.54229 -2.43953 0.71798
H -1.55235 0.75447 -1.28976
H 2.32550 -1.99829 -0.97664
H 2.89305 0.57170 0.88658
H -2.05350 2.07061 -4.38150
H 1.70868 -0.37611 2.43843
H 0.09034 0.81760 3.31952
H -2.70048 2.92414 -3.01626
H -0.93962 -2.57988 -0.08689
H 1.32150 -3.03038 1.06317
H 0.62030 -1.61369 3.01206
H 3.28892 0.18101 -0.78770
H -2.51529 1.18132 -2.95104
H -0.08959 2.56649 -3.20273
H -1.28021 1.47554 2.29936
H -1.07848 -2.74324 1.65574
H 0.50688 1.65509 1.83260

HOMO-LUMO gap ... 8.3 eV
Structure (SMILES) ... C/C=C/[N+]#CC/C=C\C/C(C)=N\C
Total charge ... +1
HOMO ... -12.5 eV
E_LUMO ... -4.23 eV



Calculated values (Ha) of E for the records, taken in order: -479.91794 -304.62611 -1060.60149 -3348.57825 -3306.84229 -538.44293.